{"formula": "C22H26N4O5", "method": "ωB97M-V/def2-TZVPD", "multiplicity": 1, "total_energy_ha": -1448.43731, "charge": 0, "e_above_lowest_kj_mol": 2235.3, "homo_ev": -7.910, "orbital_gap_ev": 7.57, "elements": ["C", "C", "O", "C", "O", "C", "C", "C", "N", "C", "N", "C", "C", "C", "C", "C", "C", "N", "C", "C", "C", "N", "C", "O", "O", "C", "C", "O", "C", "C", "C", "H", "H", "H", "H", "H", "H", "H", "H", "H", "H", "H", "H", "H", "H", "H", "H", "H", "H", "H", "H", "H", "H", "H", "H", "H", "H"], "positions_angstrom": [[-4.80, -0.36, -1.51], [-5.19, 0.22, -0.28], [-4.46, 1.11, 0.01], [-3.55, 0.89, 1.04], [-3.39, -0.25, 1.62], [-2.66, 2.23, 1.17], [-2.12, 2.78, -0.11], [-1.01, 1.73, -0.59], [-0.06, 1.70, 0.41], [1.12, 1.12, -0.07], [2.25, 1.16, 0.72], [3.50, 1.07, 0.55], [4.55, 1.31, 1.22], [5.76, 0.98, 1.09], [6.12, 0.18, -0.19], [5.02, -0.09, -0.98], [3.84, 0.38, -0.75], [2.66, -0.13, -1.30], [1.43, 0.14, -1.17], [0.30, -0.52, -1.71], [-0.19, 0.27, -2.86], [-0.68, 0.83, -3.60], [-0.62, -1.13, -1.21], [-1.65, -1.56, -1.32], [-0.08, -1.73, 0.22], [-0.87, -2.07, 1.14], [-1.16, -3.75, 0.91], [0.15, -4.43, 0.62], [0.96, -4.47, 1.62], [-0.18, 2.01, 1.71], [-1.62, 1.93, 2.20], [-5.44, -1.18, -1.82], [-3.83, -0.74, -1.25], [-4.78, 0.36, -2.41], [-6.17, 0.78, -0.43], [-5.33, -0.57, 0.47], [-3.26, 2.87, 1.82], [-2.84, 2.93, -0.80], [-1.42, 3.79, 0.06], [-0.74, 2.26, -1.44], [-1.56, 0.91, -0.89], [4.26, 1.82, 2.29], [6.53, 1.36, 1.83], [7.19, 0.03, -0.36], [5.10, -0.43, -1.89], [0.95, -1.39, -2.35], [-0.35, -2.11, 1.95], [-1.89, -1.74, 1.50], [-1.68, -4.27, 1.62], [-1.61, -3.59, -0.09], [0.36, -5.04, 2.38], [1.76, -5.23, 1.38], [1.39, -3.77, 1.97], [0.17, 3.08, 1.63], [0.67, 1.84, 2.22], [-1.42, 0.74, 2.50], [-1.53, 2.32, 3.24]], "nbo_charge": [-0.617, -0.059, -0.486, 0.802, -0.601, -0.350, -0.345, -0.236, -0.410, 0.448, -0.507, 0.184, -0.239, -0.154, -0.193, -0.232, 0.107, -0.375, 0.205, -0.537, 0.306, -0.278, 0.812, -0.442, -0.616, -0.079, -0.124, -0.538, -0.178, -0.232, -0.427, 0.217, 0.217, 0.204, 0.150, 0.190, 0.258, 0.226, 0.216, 0.220, 0.182, 0.187, 0.228, 0.226, 0.216, 0.402, 0.164, 0.206, 0.164, 0.189, 0.121, 0.161, 0.131, 0.153, 0.273, 0.247, 0.244]}


{"formula": "C22H26N4O6S", "method": "ωB97M-V/def2-TZVPD", "multiplicity": 1, "total_energy_ha": -1922.50205, "charge": 0, "e_above_lowest_kj_mol": 489.1, "homo_ev": -7.817, "orbital_gap_ev": 7.15, "elements": ["C", "C", "O", "C", "C", "C", "C", "O", "C", "C", "C", "N", "C", "O", "C", "C", "C", "N", "S", "O", "O", "C", "C", "C", "C", "C", "N", "O", "N", "C", "C", "C", "C", "H", "H", "H", "H", "H", "H", "H", "H", "H", "H", "H", "H", "H", "H", "H", "H", "H", "H", "H", "H", "H", "H", "H", "H", "H", "H"], "positions_angstrom": [[4.32, 2.76, -2.27], [3.91, 2.88, -0.80], [4.31, 1.76, -0.04], [3.61, 0.59, -0.13], [4.13, -0.49, 0.58], [3.50, -1.71, 0.59], [2.31, -1.89, -0.11], [1.58, -3.05, -0.17], [1.80, -4.03, 0.83], [0.62, -4.98, 0.81], [1.79, -0.81, -0.84], [0.59, -1.03, -1.53], [-0.38, -0.13, -1.81], [-0.29, 1.05, -1.55], [-1.57, -0.73, -2.57], [-2.15, -1.98, -1.90], [-2.69, -1.66, -0.50], [-3.44, -0.42, -0.51], [-3.37, 0.55, 0.81], [-4.32, 1.60, 0.60], [-3.50, -0.28, 1.96], [-1.75, 1.33, 0.92], [-1.63, 2.67, 0.71], [-0.41, 3.36, 0.95], [0.69, 2.73, 1.46], [0.59, 1.35, 1.69], [1.46, 0.47, 2.14], [0.85, -0.71, 2.11], [-0.41, -0.64, 1.65], [-0.63, 0.63, 1.38], [-3.85, 0.10, -1.79], [-2.67, 0.35, -2.73], [2.44, 0.42, -0.85], [5.39, 2.62, -2.34], [4.05, 3.67, -2.80], [3.83, 1.92, -2.74], [2.83, 3.04, -0.72], [4.43, 3.72, -0.34], [5.04, -0.34, 1.14], [3.92, -2.52, 1.15], [1.89, -3.54, 1.81], [2.74, -4.57, 0.62], [0.76, -5.75, 1.56], [-0.29, -4.43, 1.03], [0.52, -5.44, -0.17], [0.39, -2.02, -1.64], [-1.18, -1.00, -3.56], [-2.97, -2.35, -2.53], [-1.42, -2.78, -1.83], [-3.33, -2.47, -0.15], [-1.87, -1.56, 0.22], [-2.50, 3.21, 0.37], [-0.38, 4.42, 0.75], [1.61, 3.25, 1.68], [-4.55, -0.62, -2.24], [-4.39, 1.02, -1.58], [-2.22, 1.31, -2.51], [-3.03, 0.37, -3.76], [1.98, 1.22, -1.41]], "nbo_charge": [-0.637, -0.065, -0.515, 0.376, -0.267, -0.254, 0.241, -0.532, -0.059, -0.620, 0.186, -0.630, 0.695, -0.639, -0.313, -0.397, -0.242, -0.694, 2.337, -0.947, -0.924, -0.249, -0.162, -0.192, -0.201, 0.130, -0.071, -0.099, -0.092, 0.029, -0.226, -0.427, -0.368, 0.215, 0.214, 0.214, 0.171, 0.191, 0.224, 0.222, 0.184, 0.170, 0.217, 0.217, 0.209, 0.419, 0.236, 0.214, 0.213, 0.205, 0.238, 0.249, 0.225, 0.234, 0.190, 0.250, 0.245, 0.213, 0.250]}


{"formula": "C22H26N6O2", "method": "ωB97M-V/def2-TZVPD", "multiplicity": 1, "total_energy_ha": -1332.98947, "charge": 0, "e_above_lowest_kj_mol": 70.0, "homo_ev": -8.118, "orbital_gap_ev": 8.81, "elements": ["C", "C", "N", "N", "C", "C", "C", "C", "N", "C", "O", "C", "C", "C", "N", "N", "C", "C", "C", "C", "N", "C", "C", "C", "C", "C", "C", "O", "C", "C", "H", "H", "H", "H", "H", "H", "H", "H", "H", "H", "H", "H", "H", "H", "H", "H", "H", "H", "H", "H", "H", "H", "H", "H", "H", "H"], "positions_angstrom": [[3.69, -1.49, -1.52], [3.56, -2.95, -1.07], [3.08, -3.03, 0.29], [3.95, -2.98, 1.30], [3.23, -3.01, 2.41], [3.87, -2.98, 3.75], [1.86, -3.09, 2.10], [0.71, -3.08, 3.05], [0.29, -1.72, 3.36], [-0.74, -1.12, 2.74], [-1.51, -1.70, 2.01], [-0.86, 0.37, 3.05], [0.18, 1.14, 2.23], [0.11, 0.73, 0.81], [1.05, 0.21, 0.10], [0.52, -0.05, -1.12], [-0.72, 0.33, -1.08], [-1.71, 0.29, -2.18], [-1.85, 1.66, -2.76], [-1.30, 2.12, -3.93], [-1.62, 3.44, -4.10], [-2.36, 3.86, -3.04], [-2.91, 5.11, -2.76], [-3.63, 5.24, -1.59], [-3.80, 4.17, -0.72], [-3.26, 2.93, -0.99], [-2.53, 2.77, -2.17], [-1.04, 0.84, 0.12], [1.80, -3.09, 0.71], [0.64, -3.18, -0.20], [2.73, -0.99, -1.44], [4.03, -1.45, -2.55], [4.40, -0.98, -0.88], [4.54, -3.43, -1.09], [2.88, -3.50, -1.72], [3.53, -3.82, 4.36], [3.62, -2.06, 4.28], [4.95, -3.04, 3.63], [-0.16, -3.59, 2.62], [0.99, -3.58, 3.99], [0.96, -1.15, 3.85], [-0.72, 0.56, 4.11], [-1.86, 0.69, 2.76], [-0.01, 2.22, 2.32], [1.20, 0.94, 2.58], [-1.36, -0.41, -2.94], [-2.67, -0.05, -1.78], [-0.71, 1.59, -4.65], [-1.34, 4.00, -4.89], [-2.78, 5.94, -3.44], [-4.06, 6.20, -1.34], [-4.37, 4.32, 0.19], [-3.40, 2.10, -0.31], [0.58, -4.16, -0.66], [-0.28, -3.00, 0.35], [0.71, -2.43, -0.99]], "nbo_charge": [-0.620, -0.206, -0.162, -0.292, 0.150, -0.642, -0.186, -0.243, -0.603, 0.678, -0.639, -0.485, -0.448, 0.468, -0.301, -0.329, 0.499, -0.474, -0.112, -0.005, -0.518, 0.115, -0.228, -0.216, -0.236, -0.215, -0.036, -0.413, 0.203, -0.679, 0.235, 0.203, 0.215, 0.217, 0.200, 0.213, 0.204, 0.237, 0.239, 0.206, 0.389, 0.222, 0.237, 0.236, 0.239, 0.251, 0.241, 0.213, 0.414, 0.211, 0.212, 0.211, 0.218, 0.217, 0.252, 0.242]}


Copy entry 2 word for word.
{"formula": "C22H26N4O6S", "method": "ωB97M-V/def2-TZVPD", "multiplicity": 1, "total_energy_ha": -1922.50205, "charge": 0, "e_above_lowest_kj_mol": 489.1, "homo_ev": -7.817, "orbital_gap_ev": 7.15, "elements": ["C", "C", "O", "C", "C", "C", "C", "O", "C", "C", "C", "N", "C", "O", "C", "C", "C", "N", "S", "O", "O", "C", "C", "C", "C", "C", "N", "O", "N", "C", "C", "C", "C", "H", "H", "H", "H", "H", "H", "H", "H", "H", "H", "H", "H", "H", "H", "H", "H", "H", "H", "H", "H", "H", "H", "H", "H", "H", "H"], "positions_angstrom": [[4.32, 2.76, -2.27], [3.91, 2.88, -0.80], [4.31, 1.76, -0.04], [3.61, 0.59, -0.13], [4.13, -0.49, 0.58], [3.50, -1.71, 0.59], [2.31, -1.89, -0.11], [1.58, -3.05, -0.17], [1.80, -4.03, 0.83], [0.62, -4.98, 0.81], [1.79, -0.81, -0.84], [0.59, -1.03, -1.53], [-0.38, -0.13, -1.81], [-0.29, 1.05, -1.55], [-1.57, -0.73, -2.57], [-2.15, -1.98, -1.90], [-2.69, -1.66, -0.50], [-3.44, -0.42, -0.51], [-3.37, 0.55, 0.81], [-4.32, 1.60, 0.60], [-3.50, -0.28, 1.96], [-1.75, 1.33, 0.92], [-1.63, 2.67, 0.71], [-0.41, 3.36, 0.95], [0.69, 2.73, 1.46], [0.59, 1.35, 1.69], [1.46, 0.47, 2.14], [0.85, -0.71, 2.11], [-0.41, -0.64, 1.65], [-0.63, 0.63, 1.38], [-3.85, 0.10, -1.79], [-2.67, 0.35, -2.73], [2.44, 0.42, -0.85], [5.39, 2.62, -2.34], [4.05, 3.67, -2.80], [3.83, 1.92, -2.74], [2.83, 3.04, -0.72], [4.43, 3.72, -0.34], [5.04, -0.34, 1.14], [3.92, -2.52, 1.15], [1.89, -3.54, 1.81], [2.74, -4.57, 0.62], [0.76, -5.75, 1.56], [-0.29, -4.43, 1.03], [0.52, -5.44, -0.17], [0.39, -2.02, -1.64], [-1.18, -1.00, -3.56], [-2.97, -2.35, -2.53], [-1.42, -2.78, -1.83], [-3.33, -2.47, -0.15], [-1.87, -1.56, 0.22], [-2.50, 3.21, 0.37], [-0.38, 4.42, 0.75], [1.61, 3.25, 1.68], [-4.55, -0.62, -2.24], [-4.39, 1.02, -1.58], [-2.22, 1.31, -2.51], [-3.03, 0.37, -3.76], [1.98, 1.22, -1.41]], "nbo_charge": [-0.637, -0.065, -0.515, 0.376, -0.267, -0.254, 0.241, -0.532, -0.059, -0.620, 0.186, -0.630, 0.695, -0.639, -0.313, -0.397, -0.242, -0.694, 2.337, -0.947, -0.924, -0.249, -0.162, -0.192, -0.201, 0.130, -0.071, -0.099, -0.092, 0.029, -0.226, -0.427, -0.368, 0.215, 0.214, 0.214, 0.171, 0.191, 0.224, 0.222, 0.184, 0.170, 0.217, 0.217, 0.209, 0.419, 0.236, 0.214, 0.213, 0.205, 0.238, 0.249, 0.225, 0.234, 0.190, 0.250, 0.245, 0.213, 0.250]}


Copy entry 2 word for word.
{"formula": "C22H26N4O6S", "method": "ωB97M-V/def2-TZVPD", "multiplicity": 1, "total_energy_ha": -1922.50205, "charge": 0, "e_above_lowest_kj_mol": 489.1, "homo_ev": -7.817, "orbital_gap_ev": 7.15, "elements": ["C", "C", "O", "C", "C", "C", "C", "O", "C", "C", "C", "N", "C", "O", "C", "C", "C", "N", "S", "O", "O", "C", "C", "C", "C", "C", "N", "O", "N", "C", "C", "C", "C", "H", "H", "H", "H", "H", "H", "H", "H", "H", "H", "H", "H", "H", "H", "H", "H", "H", "H", "H", "H", "H", "H", "H", "H", "H", "H"], "positions_angstrom": [[4.32, 2.76, -2.27], [3.91, 2.88, -0.80], [4.31, 1.76, -0.04], [3.61, 0.59, -0.13], [4.13, -0.49, 0.58], [3.50, -1.71, 0.59], [2.31, -1.89, -0.11], [1.58, -3.05, -0.17], [1.80, -4.03, 0.83], [0.62, -4.98, 0.81], [1.79, -0.81, -0.84], [0.59, -1.03, -1.53], [-0.38, -0.13, -1.81], [-0.29, 1.05, -1.55], [-1.57, -0.73, -2.57], [-2.15, -1.98, -1.90], [-2.69, -1.66, -0.50], [-3.44, -0.42, -0.51], [-3.37, 0.55, 0.81], [-4.32, 1.60, 0.60], [-3.50, -0.28, 1.96], [-1.75, 1.33, 0.92], [-1.63, 2.67, 0.71], [-0.41, 3.36, 0.95], [0.69, 2.73, 1.46], [0.59, 1.35, 1.69], [1.46, 0.47, 2.14], [0.85, -0.71, 2.11], [-0.41, -0.64, 1.65], [-0.63, 0.63, 1.38], [-3.85, 0.10, -1.79], [-2.67, 0.35, -2.73], [2.44, 0.42, -0.85], [5.39, 2.62, -2.34], [4.05, 3.67, -2.80], [3.83, 1.92, -2.74], [2.83, 3.04, -0.72], [4.43, 3.72, -0.34], [5.04, -0.34, 1.14], [3.92, -2.52, 1.15], [1.89, -3.54, 1.81], [2.74, -4.57, 0.62], [0.76, -5.75, 1.56], [-0.29, -4.43, 1.03], [0.52, -5.44, -0.17], [0.39, -2.02, -1.64], [-1.18, -1.00, -3.56], [-2.97, -2.35, -2.53], [-1.42, -2.78, -1.83], [-3.33, -2.47, -0.15], [-1.87, -1.56, 0.22], [-2.50, 3.21, 0.37], [-0.38, 4.42, 0.75], [1.61, 3.25, 1.68], [-4.55, -0.62, -2.24], [-4.39, 1.02, -1.58], [-2.22, 1.31, -2.51], [-3.03, 0.37, -3.76], [1.98, 1.22, -1.41]], "nbo_charge": [-0.637, -0.065, -0.515, 0.376, -0.267, -0.254, 0.241, -0.532, -0.059, -0.620, 0.186, -0.630, 0.695, -0.639, -0.313, -0.397, -0.242, -0.694, 2.337, -0.947, -0.924, -0.249, -0.162, -0.192, -0.201, 0.130, -0.071, -0.099, -0.092, 0.029, -0.226, -0.427, -0.368, 0.215, 0.214, 0.214, 0.171, 0.191, 0.224, 0.222, 0.184, 0.170, 0.217, 0.217, 0.209, 0.419, 0.236, 0.214, 0.213, 0.205, 0.238, 0.249, 0.225, 0.234, 0.190, 0.250, 0.245, 0.213, 0.250]}